Entry 1:
# C8H17N4

2 unconnected molecules or ions with the total composition C8H17N4 at a distorted geometry (ωB97M-V/def2-TZVPD, the Open Molecules 2025 dataset).

```
29
Properties=species:S:1:pos:R:3:forces:R:3
C -3.31464 0.59161 -0.85725 3.638 0.469 -0.016
C -2.33866 -1.26380 0.20110 0.607 0.161 0.275
C -1.96405 1.41633 -0.97343 -1.877 -1.234 1.554
C -1.28159 0.86082 0.30365 0.579 3.508 1.156
C 2.84395 -1.48911 -0.59461 1.978 1.437 -1.426
C 3.12413 0.64656 0.57783 1.630 2.981 2.541
C 1.15421 0.36256 -0.91000 2.311 0.803 2.541
C 2.13928 -0.31780 0.06492 -1.342 -0.471 -0.753
N -3.29957 -0.60969 -0.40740 -1.343 -1.753 -0.330
N -1.37208 -0.38695 0.74549 1.116 -2.407 1.705
N -2.27653 -2.66994 0.34512 -2.368 1.631 -1.066
N -0.92215 1.89277 1.16499 -1.823 -0.940 -3.091
H -4.17977 1.15732 -0.93804 -1.827 0.493 -0.362
H -1.37200 1.36233 -1.85938 0.371 -0.975 -0.767
H -2.23078 2.50632 -0.97728 0.363 -0.854 0.839
H 3.59597 -1.89773 0.06604 0.238 -0.030 0.341
H 3.42617 -1.07552 -1.50037 -0.937 -0.846 1.156
H 2.23557 -2.29855 -0.88220 -1.009 -0.809 -0.558
H 3.99902 0.89901 -0.09388 -1.116 -0.384 0.542
H 3.56293 0.34068 1.60499 -0.502 0.181 -1.773
H 2.59303 1.64309 0.84641 0.911 -1.369 -0.571
H 0.45212 -0.15786 -1.40759 -2.082 -2.121 -1.722
H 1.14859 1.41824 -1.13025 0.480 0.192 0.207
H 1.67919 -0.76295 0.98359 -0.553 0.402 -0.638
H -0.84359 -0.68359 1.65537 -1.276 0.920 -2.330
H -3.23214 -3.10800 0.20095 1.673 0.856 0.047
H -1.83008 -3.08121 1.13435 0.572 0.082 0.589
H -0.33831 1.95963 1.93744 1.108 -0.574 1.525
H -1.15821 2.74544 0.69947 0.477 0.650 0.388
```
Forces are in eV/Å.

Properties
ΔE to the lowest compared entry with this formula, charge and spin: 3.567 eV
Max |F|: 0.0825 Eh/bohr
Total charge: +1
HOMO (spin up / spin down): -0.4035 / -0.4264 Eh
Frontier orbital gap (spin up / spin down): 7.2 / 7.0 eV

Results of the Löwdin charge analysis, in e, for atoms 1 through 8:
1 C -0.04
2 C -0.33
3 C -0.04
4 C -0.29
5 C -0.09
6 C -0.13
7 C 0.08
8 C -0.53

---

Entry 2:
# C49H100O47V

A molecular structure, C49H100O47V at a distorted geometry (ωB97M-V/def2-TZVPD, the Open Molecules 2025 dataset).

```
197
Properties=species:S:1:pos:R:3:forces:R:3
V -7.53101 -0.33616 15.56721 0.380 -0.792 -0.817
C -6.09565 -0.49237 11.34239 0.140 -0.362 0.765
C -5.94307 0.36666 12.62168 -0.953 -0.461 1.029
O -6.20541 -0.30765 13.83724 0.143 -0.062 -0.323
H -5.48701 -1.39640 11.36190 0.494 0.025 0.372
H -5.78795 0.02092 10.43137 -0.345 0.311 -0.096
H -7.09299 -0.92860 11.28661 -0.382 0.453 -0.245
H -6.58562 1.24589 12.57513 -0.781 0.198 -0.456
H -4.98481 0.88512 12.58967 0.978 -0.393 0.183
C -7.47443 -4.43869 17.13351 -0.326 -0.587 -0.222
C -8.54802 -3.71085 16.30542 0.757 1.814 0.050
O -8.18509 -2.42402 15.80357 0.031 -0.677 0.149
H -6.49325 -4.50102 16.66287 0.103 0.633 -0.108
H -7.74747 -5.49336 17.16839 -0.301 -0.228 0.248
H -7.39533 -4.11871 18.17248 0.182 0.324 -0.046
H -9.45507 -3.62013 16.90303 -0.248 0.135 0.686
H -8.89861 -4.44009 15.57508 0.302 0.067 -1.003
C -8.04828 3.18642 11.00037 1.225 -0.362 1.590
O -9.15851 3.71626 10.31510 -0.711 -0.251 -0.558
C -10.24816 4.04862 11.01925 -0.388 0.701 -0.051
O -10.42055 3.97383 12.20973 0.384 -0.243 -0.259
O -11.14827 4.56118 10.15353 -0.111 0.264 -0.809
C -12.35051 5.16119 10.68113 0.431 -0.412 1.759
H -7.25375 2.76496 10.38458 -0.530 0.441 -0.979
H -8.24458 2.35138 11.67288 -0.805 0.147 0.076
H -7.57117 3.96815 11.59145 -0.057 0.153 0.012
H -13.21649 5.16392 10.01918 0.631 -0.484 -0.431
H -12.20122 6.18095 11.03595 0.468 0.156 -0.408
H -12.55467 4.61556 11.60238 -0.525 -0.106 -0.105
C -10.67966 0.31933 11.08498 -0.574 -0.914 -0.839
O -10.07805 0.69777 12.29791 0.297 -1.549 2.220
C -10.22848 -0.08896 13.42835 0.949 1.380 -0.238
O -9.38138 0.02595 14.31693 -2.326 -0.670 -1.419
O -11.38254 -0.82310 13.40775 1.864 2.317 -0.503
C -11.73413 -1.45158 14.61584 -0.164 -0.961 0.714
H -9.91062 0.20771 10.32063 0.091 0.790 -0.083
H -11.47643 1.02404 10.84698 0.224 0.021 -0.264
H -11.09114 -0.69001 11.08863 -0.329 0.115 0.496
H -10.91687 -2.14552 14.81246 -0.466 -0.432 0.514
H -12.72612 -1.86094 14.42486 0.371 -0.620 -0.114
H -11.90283 -0.81892 15.48725 0.558 0.651 -0.251
C -4.39872 8.49907 5.53225 -2.577 0.182 1.016
O -4.78044 7.13543 5.85206 0.981 -1.092 1.123
C -5.25866 6.76633 7.10518 0.742 6.467 1.559
O -5.44534 7.52005 8.08594 0.573 -1.355 -2.800
O -5.48183 5.54441 7.09405 0.542 -3.053 -2.642
C -6.23290 4.88991 8.00373 -2.200 -2.344 2.255
H -3.78041 8.63194 4.64447 0.102 -0.853 0.287
H -4.06454 9.09272 6.38314 0.359 -0.448 0.078
H -5.41487 8.83623 5.32764 0.303 1.167 -0.502
H -7.30871 5.06477 7.99170 -0.063 1.218 -0.215
H -5.91467 4.96928 9.04321 0.337 0.244 -0.137
H -6.28736 3.83944 7.71799 0.908 -0.123 0.007
C -8.75151 3.81359 14.58311 -0.346 -0.159 -1.575
O -8.00639 4.05264 15.70642 1.317 0.241 1.820
C -7.28659 3.09394 16.22515 0.160 -1.554 1.164
O -7.12990 1.91544 15.87294 -0.437 2.061 -0.201
O -6.77945 3.60951 17.35002 -0.871 0.138 -1.136
C -5.98244 2.79994 18.15015 1.955 0.211 0.525
H -9.12833 4.80081 14.31570 -0.405 -0.423 -0.174
H -9.51142 3.07082 14.82586 -0.196 0.118 -0.530
H -8.06140 3.47771 13.80914 -0.468 -0.264 -0.301
H -5.58475 1.93100 17.62585 -0.628 -0.314 0.243
H -6.45228 2.64173 19.12089 -0.171 -0.472 -0.248
H -5.09823 3.41379 18.32178 0.146 -0.030 0.340
C 0.81973 1.49907 12.01310 -0.961 -1.651 -1.797
O 0.96409 2.32946 13.11009 0.644 0.940 1.307
C -0.14138 2.92514 13.62186 3.134 0.568 0.837
O -1.22514 2.83914 13.20790 -3.362 -0.502 -1.382
O 0.24636 3.67988 14.65434 -0.620 0.675 0.760
C -0.75251 4.53473 15.36797 0.909 -0.788 -0.046
H 0.03593 0.76027 12.18022 -0.297 0.157 -0.041
H 1.67665 0.88709 11.73158 0.707 0.340 1.111
H 0.64650 1.99566 11.05837 -0.509 0.643 0.234
H -1.69266 4.71275 14.84594 0.427 -0.079 -0.443
H -0.19629 5.44029 15.61021 -0.199 0.030 -0.377
H -1.00730 4.07564 16.32318 0.116 -0.342 -0.155
C -12.01034 0.73770 19.11253 0.325 0.149 0.925
O -10.85189 1.01974 18.26904 -0.888 -0.089 0.006
C -9.75285 0.27106 18.28856 -0.512 -1.302 0.067
O -8.92782 0.36152 17.39837 -0.400 -0.321 1.476
O -9.80262 -0.59658 19.35347 -0.172 0.593 -1.926
C -8.64392 -1.38347 19.63641 0.880 0.697 0.886
H -12.30697 -0.30512 19.22495 0.380 -0.147 -0.787
H -12.85864 1.32717 18.76467 0.411 -0.010 -0.389
H -11.81571 1.02997 20.14442 0.279 0.317 -0.074
H -8.27579 -2.13696 18.94010 -0.669 0.344 -0.657
H -8.87042 -1.87737 20.58133 0.024 0.111 -0.060
H -7.87959 -0.62098 19.78645 0.549 -0.508 0.144
C -2.98109 -3.46642 12.15809 -0.336 0.916 -2.083
O -1.83631 -3.35655 12.97949 0.643 1.682 1.505
C -1.37720 -2.07891 13.29284 0.081 2.083 -2.530
O -1.55077 -1.05319 12.58176 -0.048 -3.032 2.439
O -0.59641 -2.13894 14.35616 -1.438 -2.681 0.035
C 0.09692 -1.13798 15.01511 1.156 2.415 -0.774
H -3.05997 -4.45563 11.70715 0.057 -0.278 0.937
H -2.87897 -2.84774 11.26651 0.335 0.388 -0.082
H -3.92860 -3.09220 12.54575 0.195 -0.414 0.824
H -0.45243 -0.20229 15.11903 -0.369 -0.314 0.208
H 0.94922 -0.83970 14.40462 0.272 -0.163 -0.123
H 0.49978 -1.43667 15.98288 -0.584 -0.535 -0.169
C -9.49043 -3.13735 10.46936 -0.933 -0.099 -0.202
O -8.38754 -3.33355 9.56414 -0.072 -0.324 0.885
C -8.22297 -2.57708 8.48227 -0.243 1.127 0.222
O -9.08231 -1.95819 7.90828 0.256 -0.148 0.055
O -6.90835 -2.56090 8.20559 -0.681 -0.901 0.495
C -6.35596 -1.63786 7.30272 -0.021 0.800 -0.438
H -9.67388 -4.05209 11.03301 0.568 -0.142 -0.263
H -10.44514 -2.90074 9.99963 0.241 -0.008 -0.658
H -9.34215 -2.34246 11.20028 0.708 0.140 -0.151
H -7.05236 -0.97884 6.78423 -0.516 -0.360 0.160
H -5.80320 -2.18820 6.54135 0.172 0.060 0.191
H -5.74120 -0.97070 7.90693 0.412 -0.141 -0.185
C -6.82812 -3.81328 12.70793 -0.862 0.960 -0.235
O -5.89993 -4.79487 12.30362 1.085 -1.451 -1.012
C -6.22657 -5.73884 11.40806 -1.982 -2.405 -0.819
O -7.35144 -6.04186 10.96270 3.103 1.403 1.252
O -5.09398 -6.50713 11.13863 -0.194 2.694 0.264
C -5.15177 -7.64582 10.31795 -1.550 -2.222 0.790
H -6.30047 -2.98802 13.18610 0.269 -0.241 0.029
H -7.56119 -4.18508 13.42380 -0.042 -0.181 -0.196
H -7.28015 -3.37403 11.81865 -0.283 -0.214 0.128
H -4.19672 -8.16221 10.22145 0.360 0.966 -0.025
H -5.69444 -7.66967 9.37294 0.249 1.173 -0.149
H -5.72722 -8.36644 10.89905 -0.220 -0.345 0.061
C -7.62905 7.93399 13.79662 1.514 0.751 -1.941
O -6.71128 6.89295 14.10486 -0.373 0.089 -0.561
C -6.08253 6.17393 13.14457 0.350 0.007 -1.346
O -5.97532 6.29371 11.90723 -0.983 -0.001 3.849
O -5.50586 5.24481 13.92183 0.003 -1.600 -1.308
C -4.99758 4.02985 13.31019 1.896 0.255 0.440
H -8.24846 7.64351 12.94805 -0.988 -0.368 0.759
H -7.06306 8.70535 13.27435 0.254 0.528 0.356
H -8.01900 8.36670 14.71792 -0.371 -0.620 -0.291
H -4.61588 4.12918 12.29404 -0.536 0.482 -0.126
H -5.57750 3.11128 13.39967 -0.831 0.529 0.157
H -4.09653 3.85320 13.89757 0.050 -0.252 0.062
C -3.32653 -4.10739 7.66427 -0.280 1.149 0.107
O -3.57211 -5.27165 6.90070 0.017 -0.984 -0.907
C -3.15819 -5.29297 5.61289 -0.899 1.175 -0.506
O -2.57184 -4.42089 5.02103 0.484 0.211 0.767
O -3.64631 -6.34959 4.97266 -0.511 -1.052 1.049
C -3.21079 -6.51392 3.63532 1.367 0.406 -0.525
H -2.52064 -3.52377 7.21928 0.356 -0.272 0.494
H -3.26440 -4.35917 8.72297 0.823 -0.439 -0.234
H -4.17717 -3.42658 7.69635 -0.455 -0.173 -0.635
H -3.50955 -7.47583 3.21871 -0.575 0.251 0.413
H -2.12087 -6.51710 3.62271 0.136 -0.044 0.055
H -3.47054 -5.65478 3.01684 -0.465 -0.197 0.003
C -2.88043 0.79575 15.20004 0.056 -0.392 -1.138
O -2.80514 1.84860 16.14738 1.686 -0.105 2.842
C -2.04673 1.64395 17.31806 0.410 -0.439 -0.567
O -1.20388 0.77826 17.53778 -1.830 1.563 -0.773
O -2.41700 2.61139 18.18416 -1.130 0.657 -0.953
C -1.66196 2.96381 19.34072 1.009 -0.781 -0.050
H -2.61695 -0.18587 15.59386 -0.553 0.107 0.507
H -2.22074 0.88646 14.33710 0.431 0.689 0.222
H -3.86952 0.89671 14.75325 -0.274 -0.613 0.399
H -1.00806 3.81375 19.14548 0.471 -0.379 -0.591
H -1.14745 2.03798 19.59804 0.471 0.454 0.510
H -2.21722 3.36774 20.18727 -1.014 -0.685 -0.382
C -3.82241 -2.50910 19.31860 0.070 0.050 1.496
O -4.71467 -1.59695 18.72324 -1.103 1.066 -2.447
C -4.94389 -1.45638 17.37696 1.016 -1.847 1.171
O -5.73341 -0.65584 16.96610 -0.430 0.434 -0.268
O -4.22621 -2.34222 16.69061 0.134 -0.206 2.633
C -4.36748 -2.46653 15.32790 -0.903 0.682 -2.516
H -2.81646 -2.09434 19.38299 0.021 -0.055 -0.277
H -3.79793 -3.55732 19.02072 -0.320 0.292 -0.738
H -4.27312 -2.47068 20.31030 0.623 -0.470 0.384
H -5.40523 -2.56465 15.00922 -0.254 0.261 0.390
H -3.88593 -3.35575 14.92109 0.561 0.139 0.630
H -4.00653 -1.53160 14.89930 0.006 -0.337 -0.603
C 3.95277 -3.97418 11.91786 0.480 -0.469 0.016
O 2.70202 -3.31429 11.82711 0.176 0.035 -0.452
C 2.06784 -3.05591 10.64996 1.449 -2.536 -2.186
O 2.39504 -3.45151 9.49179 -1.172 1.810 4.259
O 0.98263 -2.44517 11.07516 0.135 -0.174 0.159
C -0.05440 -2.08534 10.21782 -1.285 0.471 -1.098
H 4.02888 -4.88809 11.32872 -0.135 0.376 -0.618
H 4.08277 -4.35169 12.93210 -0.439 0.421 0.226
H 4.77435 -3.28003 11.74101 -0.044 -0.094 -0.361
H -1.02332 -2.39270 10.61130 0.381 -0.009 0.468
H -0.02931 -2.55943 9.23664 0.698 0.280 -0.107
H -0.06326 -0.99556 10.19773 -0.140 -0.074 -0.516
C -3.17190 -0.32163 6.24515 -0.706 0.465 -0.782
O -2.58849 -0.11061 7.50216 1.017 -1.609 -1.012
C -2.88524 0.93201 8.21752 -3.201 2.353 -1.334
O -3.73368 1.81337 7.91727 2.535 -2.308 1.146
O -2.16363 0.78090 9.28411 0.057 0.321 1.776
C -2.38631 1.66961 10.36625 -0.045 0.923 0.931
H -2.56437 -0.99360 5.63896 0.166 -0.069 0.451
H -3.25139 0.62608 5.71259 -0.230 -0.022 0.000
H -4.15627 -0.76207 6.40367 0.053 0.131 -0.308
H -1.74430 2.53341 10.19372 -0.094 0.057 0.399
H -2.18843 1.18551 11.32260 0.689 -0.287 -0.404
H -3.41200 2.00437 10.52114 -0.208 -0.031 -0.868
```
Forces are in eV/Å.

Properties
Max |F|: 0.1302 Eh/bohr
Total charge: 0
HOMO (spin up / spin down): -0.2404 / -0.2768 Eh
⟨S²⟩: 3.7533
Spin multiplicity: 4
Frontier orbital gap (spin up / spin down): 6.8 / 7.8 eV

Results of the Löwdin charge analysis, in e, for atoms 1 through 8:
1 V 0.92
2 C -0.06
3 C -0.40
4 O -0.37
5 H 0.05
6 H 0.06
7 H 0.05
8 H 0.06